Entry 1:
11 unconnected molecules or ions with the total composition C61H126F18N11O20S6 at a distorted geometry. Source: the Open Molecules 2025 dataset; level of theory: ωB97M-V/def2-TZVPD.

Geometry as XYZ:
```
242
Properties=species:S:1:pos:R:3
S 4.6719 -0.6904 -0.5020
C 2.0130 -6.9418 3.3067
C 0.8731 1.4422 7.2324
F 5.0290 -4.6676 -1.0655
O 0.5150 0.0175 -6.8098
H 3.7574 -0.0781 4.5117
C 1.0522 2.2221 0.3828
H 2.8571 -6.6385 2.6874
H 4.4928 6.6545 -4.8419
F 0.7221 2.1254 -3.7451
H 0.9886 -2.7441 -3.8776
H 1.7439 -5.0069 -5.6922
H -4.5447 -1.7724 2.0108
F -3.3390 -1.0265 -2.9863
S 4.7345 3.9267 5.1264
H -0.7680 -0.5228 7.8710
O 3.6610 3.9490 2.3889
C -6.8348 -5.1463 0.4044
H -3.4242 6.1737 -5.4090
H 5.5000 -2.9533 5.4124
H 0.8565 3.8683 8.0192
H -6.6234 -1.1363 2.7396
H 2.1014 -3.2187 -5.9275
H -2.2833 -8.0082 -0.5866
F -0.5869 2.3897 -5.5674
C -2.7489 -1.9925 -3.7307
H 2.2768 -1.7310 3.5481
O 1.5033 -8.5927 0.9255
F -3.6863 -2.8101 -4.2667
O 3.8504 -0.0356 0.5109
C -0.3490 -7.1726 0.0468
O -2.3830 -0.0434 -5.6934
C -6.2001 -1.2462 0.5862
H 3.2433 -5.9499 -7.6209
H -2.3602 -7.2322 0.9193
O -1.2368 -2.1974 -6.0365
H 1.2674 9.0437 -3.1783
H 3.4499 -3.4776 4.9669
C 3.6325 -4.9426 -7.4733
C 2.9197 7.7862 -3.6566
C -6.8726 -0.5996 1.8242
C 0.4397 -5.2536 2.3145
O 6.0255 -0.8375 -0.0409
C -2.4291 2.3967 -2.6825
F 3.4227 0.9906 -2.1336
H -5.7151 -3.0707 -1.9774
C -1.3290 1.4259 0.9940
H -3.9511 1.8168 -6.9990
H -0.8977 -3.9467 1.3329
H -0.8910 4.2390 8.0817
H -0.0607 0.6103 3.0871
H 0.2783 -4.7958 3.2904
C 1.0962 5.1757 -2.1362
H 0.7175 7.5909 -4.0414
O 4.3403 2.5804 4.7144
H 2.6902 3.6763 -3.7357
C 2.8071 -3.8919 -4.0985
H 2.5292 -0.1374 6.6143
N -0.4846 2.1909 7.4331
C -0.4328 -5.6526 0.0464
H -4.7309 5.5534 -4.3860
H -3.9590 -4.6478 -0.1241
O 3.6566 -4.4810 -6.1305
C -4.6197 3.8407 -2.1949
N 3.8402 -2.7525 -3.9867
H 5.4281 -0.4993 4.9774
C -0.7687 -5.0287 1.3585
C 1.7904 -2.1587 4.4248
C 4.6454 0.4997 -1.9677
H -3.9448 -2.0625 -0.8792
C 1.5525 -3.4856 -3.3117
C 0.3882 -0.4452 -1.0212
H 2.0949 1.9071 0.3408
H -7.9594 -0.5852 1.7419
N 3.8894 -1.7075 5.8466
F 3.5541 6.7780 2.0288
H -0.3557 -7.3135 -2.1830
H 1.3570 -4.9317 1.8215
H -1.3189 -5.4712 -0.5619
O 2.1164 -2.7178 0.2960
H 0.1591 -1.4819 -1.2678
N 0.7034 -7.4279 1.1513
H 1.6160 5.6690 -5.0149
H 2.8896 4.8333 -5.7918
F 1.9015 7.1562 3.3119
C 2.6341 5.3655 -2.3354
O -0.7597 0.0844 -1.7265
C 2.6943 5.5174 -4.9660
F 4.9851 -0.2554 -3.0104
H 1.5878 0.7901 2.5394
O -8.2065 -2.6150 0.2517
C 0.6558 -6.7863 2.5600
H 3.2582 3.7363 -1.0720
C -4.9536 3.0591 -5.4840
C -0.3832 -7.4651 3.4214
H 0.5207 -8.6117 -1.3957
C 4.4142 4.0716 7.0190
C -3.8310 5.2795 -4.9367
C -1.6958 -7.8530 0.3183
H -4.6715 4.7700 -6.7826
H 3.6909 9.3924 -2.4766
H 0.6360 5.6755 -1.2838
H -2.9662 -2.5327 0.6140
C -4.6713 -1.4054 0.9923
H -1.9155 0.6146 1.4250
H 2.8781 -1.4195 7.7268
H -0.2719 3.2894 5.6059
H -0.4107 -1.0898 0.9935
H 1.3038 -0.6990 0.9525
C -6.3745 3.5354 -5.0867
C -1.0215 2.6567 6.0811
H -7.2889 -3.9966 -2.0347
H -0.1227 3.1603 9.2901
H 5.8491 -1.8773 6.7779
H -4.9296 4.8855 -2.2162
H 0.8297 3.1681 0.8765
H -1.9506 3.2103 6.2168
C -3.5618 3.3442 -3.2163
C 0.2784 -7.5511 -1.3289
O -2.2300 -0.2580 6.5530
H 0.6669 2.1664 -0.6352
F 5.5157 1.5107 -1.7341
H 0.5393 2.2142 2.8544
O 1.6629 4.1558 3.8388
H -6.9732 2.7858 -4.5693
H 4.2037 -0.1969 7.2999
F 3.1603 4.6089 7.2122
H 2.3008 -3.2657 6.2380
H 1.4770 8.8906 -4.9211
H 4.7004 -3.2197 7.0787
O 0.8587 -1.2257 4.9618
C 3.9907 8.7905 -3.3344
H 0.4669 -5.2063 -0.3772
H -6.4284 0.3879 1.9484
H -4.1110 3.6617 -1.2477
H 3.4313 -1.9134 -4.3726
C 3.5117 4.7871 -1.2123
C 3.3363 -0.7733 6.9780
H 0.8180 -4.2899 -3.2698
H -4.4916 -4.0042 1.3553
H -0.6679 -0.3047 -2.5993
C 4.4579 -0.8964 4.6788
H 1.2998 -3.0504 4.0346
H -6.2640 -6.0643 0.2644
C -6.1580 -3.8969 -0.1664
H -1.8067 2.8714 -1.9240
O -4.7508 1.2208 -3.7968
H 3.2627 -4.7474 -3.5998
N -6.8344 -2.6537 0.3701
C 3.4214 6.8446 -4.9064
H 0.1562 -1.7053 5.4069
H -6.9216 3.9073 -5.9530
C -6.2529 -3.9761 -1.6965
C -1.5959 1.4362 8.2179
H 4.1227 -2.5897 -3.0308
H -3.2750 3.8798 -6.5271
C 5.0984 -2.5310 6.3335
C -2.7731 4.5389 -3.9875
C 2.4607 6.2947 2.5209
N -0.3992 -0.5938 -4.2266
N 2.8793 6.9100 -2.4323
H 4.5827 4.8140 -1.4132
H 1.3632 -0.2484 -1.4671
H 1.2401 -7.0404 -1.3786
H 1.1674 1.0446 8.2037
O 2.1396 -0.3531 -4.9868
H -1.3475 1.5835 9.2689
H 2.9844 -4.2734 -8.0391
H 0.6145 0.6188 6.5665
H -2.5888 1.8767 8.1276
C 0.3279 -0.4176 0.5568
C -1.7542 -0.0611 7.8240
H -1.6365 1.5300 -0.0466
C 3.0011 4.7202 -3.6933
H -1.5701 -8.8419 0.7590
C -4.9551 2.0126 -6.6225
H -2.1048 -1.1736 6.2931
N 3.8300 5.3030 4.5527
S 3.5726 -2.8029 0.1309
F 4.3626 2.8343 7.4840
F 3.6969 -5.4121 0.6375
H -2.2667 -0.4714 8.6941
S -1.5794 -1.1099 -5.1241
H -6.9514 -5.1057 1.4874
H 4.4806 -1.5399 3.7993
C 2.7909 -2.7372 5.4204
F 1.6503 2.5317 -5.6980
C -0.1335 3.4726 8.2458
H -1.4209 -7.2115 3.2047
H 2.1079 -6.4059 4.2511
H 4.9090 8.2339 -3.1472
S 0.7560 0.0009 -5.3664
F 1.6982 5.8925 1.4589
C 2.4496 -4.1860 -5.5652
C 3.8331 -4.6475 -0.4781
H -0.4926 -8.5204 3.1713
H 4.5659 -5.0315 -8.0292
O 4.3087 -2.7358 1.3995
H -1.4879 2.3797 1.4970
H 3.3484 7.4627 -5.8013
C 0.6402 1.9562 -5.0527
H 0.8242 4.1206 -2.1075
H -5.9342 -0.9677 -1.5597
C -6.3770 -0.4405 -0.7147
H -7.8291 -5.3973 0.0348
H -0.1918 -7.3340 4.4864
C 1.5040 8.3429 -3.9790
O 6.1511 4.1587 4.8799
H 3.2706 5.2762 -0.2685
S 2.9497 4.7411 3.4419
C -3.9442 -2.4480 0.1403
H -2.3034 5.2584 -3.3169
H 1.6099 -3.0172 -2.3291
H -2.7783 1.4621 -2.2435
C -4.1526 4.2351 -5.9871
N 4.1104 -1.9349 -1.2453
H 4.0755 4.5664 -3.5924
H 2.2969 -7.9920 3.3749
H 4.0377 9.4402 -4.2083
N 0.1389 1.0710 1.0029
H -7.4323 -0.3296 -0.9640
H -5.4717 1.0813 -6.3904
H -5.4670 3.1670 -2.0672
H 4.6983 -3.0681 -4.4160
H -6.5134 4.3819 -4.4143
C -4.5924 -3.8580 0.2799
H -1.9105 4.2540 -4.5899
N -4.2656 2.4644 -4.2678
F -1.8878 -2.7106 -2.9686
H -1.7038 -5.4116 1.7672
O 2.5873 7.5558 -1.2837
F 5.4634 4.8714 7.5781
H 0.6184 5.4743 -3.0692
H -5.9147 0.5428 -0.6280
C 0.5850 1.2062 2.4420
H -1.8460 2.0259 -3.5255
H 1.6773 2.0535 6.8229
H -1.1035 1.8526 5.3499
H -4.2112 -0.4173 0.9984
H -5.7532 -4.8578 -2.0978
F 2.8685 -4.8765 -1.3660
H -5.6658 2.3957 -7.3547
```

Results
Net charge   +5
Highest occupied orbital energy   -16.65 eV
Molecular weight   1868.102 g/mol
2S+1   1
Kohn-Sham gap   3.545 eV
LUMO level   -13.109 eV

Here are the Löwdin charges for atoms 1 to 2, given in e:
1. S 0.54
2. C -0.01

Entry 2:
3 unconnected molecules or ions with the total composition C3H2O2 at a distorted geometry. Source: the Open Molecules 2025 dataset; level of theory: ωB97M-V/def2-TZVPD.

Geometry as XYZ:
```
7
Properties=species:S:1:pos:R:3
H -3.6588 -2.4156 0.2258
O 3.3552 1.7950 -0.3813
O 1.0944 1.8067 -0.5917
C -1.0347 -0.9030 0.5129
H -0.0677 -0.4333 0.4335
C -1.9092 -1.6647 0.2971
C 2.2208 1.8149 -0.4962
```

Results
Net charge   0
Highest occupied orbital energy   -10.74 eV
Molecular weight   70.047 g/mol
2S+1   1
Kohn-Sham gap   9.235 eV
LUMO level   -1.503 eV

Here are the Löwdin charges for atoms 1 to 2, given in e:
1. H 0.26
2. O 0.23

Entry 3:
A molecular structure, C9H19N3OS3Sb2Se4Tc at a distorted geometry. Source: the Open Molecules 2025 dataset; level of theory: ωB97M-V/def2-TZVPD.

Geometry as XYZ:
```
42
Properties=species:S:1:pos:R:3
C 1.7055 -0.2052 1.8806
C 2.2871 2.2265 0.5904
H 2.4661 3.2944 0.4748
O -3.7821 -0.5726 -2.9141
H -4.6783 1.2269 -3.2077
H -4.5680 -0.7705 -5.5413
H 2.3045 1.7710 -0.4029
S -1.1244 -2.2093 0.8878
C 0.9434 1.9747 1.2351
C 3.3463 1.6214 1.4771
N 1.4393 -1.3981 2.3766
C 2.4161 -2.3225 2.9602
S -2.8601 0.5091 1.6236
H 3.9670 -2.1569 1.4726
H -3.5024 0.6317 -5.3519
Se -3.4762 0.0401 -0.5257
H 2.1649 -3.3263 2.6207
H 0.8952 2.3791 2.2507
C 3.9586 -0.4252 2.7400
N 0.6704 0.5082 1.2527
H 2.3233 -2.2970 4.0469
H 3.8820 -0.1655 3.7987
Se -1.3879 2.1957 -1.1127
Se -0.3889 1.4994 -5.2478
H -5.7581 -0.1679 -3.4305
C -4.7637 0.2285 -3.6373
Sb -0.7187 0.9258 -3.0553
S -4.5274 -1.8652 0.0126
Tc -0.9084 -0.0207 0.2697
H 4.9211 -0.0716 2.3779
C 3.8061 -1.9166 2.5250
H 0.4811 -1.7109 2.2832
Se -0.2198 -1.1009 -1.8135
H 4.5514 -2.4551 3.1071
Sb -3.2528 -1.9838 2.0425
N 2.9220 0.3107 1.9906
H 3.5417 2.2642 2.3389
H 4.2877 1.4778 0.9479
H -5.2311 0.8569 -5.6272
C -4.4914 0.2348 -5.1232
H -3.8024 -1.4759 -3.2571
H 0.1611 2.4411 0.6645
```

Results
Net charge   +2
Highest occupied orbital energy (spin up / spin down)   -14.35 / -14.30 eV
Molecular weight   938.832 g/mol
2S+1   2
Kohn-Sham gap (spin up / spin down)   6.383 / 6.595 eV
LUMO level (spin up / spin down)   -7.964 / -7.701 eV

Here are the Löwdin charges for atoms 1 to 2, given in e:
1. C -0.31
2. C -0.14

Entry 4:
A molecular structure, C15H35B3ClF4O12P3 at a distorted geometry. Source: the Open Molecules 2025 dataset; level of theory: ωB97M-V/def2-TZVPD.

Geometry as XYZ:
```
73
Properties=species:S:1:pos:R:3
Cl 5.3857 -0.4892 1.4023
H 0.1054 2.4184 2.8466
B 5.2367 0.3050 -1.5325
H -2.0507 -0.8886 -0.4749
H 1.2293 1.3374 -3.1066
H 8.3519 2.2430 -1.0915
O 6.2212 1.0625 -2.1482
H 0.2007 2.7341 -2.7529
C 2.8570 2.4667 0.0417
H -0.2689 1.5614 -5.0402
F 7.8751 4.0504 -1.8328
O -0.8714 -0.1436 -4.1084
O -0.8461 -0.2035 2.7507
H -1.8498 -1.6557 6.0531
O -2.7740 0.1608 4.7183
H -1.5932 0.6472 1.0069
O -2.4226 -1.8617 -4.3763
H -0.1473 1.1494 -2.0315
H -1.6682 1.7777 -4.0044
O -1.1973 -1.6800 -2.2053
C -4.4373 -0.1100 2.2668
H -2.6092 -3.6502 -3.3339
H 7.4305 4.5258 0.5050
C -1.5962 -1.8143 -0.8319
C -4.5858 -2.8473 -3.7638
C -1.9209 -2.4633 5.3254
H -2.7900 -3.0389 0.4608
C -0.8174 2.2129 2.3032
O 7.2493 -1.3387 -0.6974
C 7.5497 2.9752 -0.9945
O -3.2281 -0.8609 2.4334
O -2.8266 0.2280 -2.5930
H -0.9135 2.9439 1.5000
H -3.0549 -3.6666 -5.0229
C -3.1290 -3.0825 -4.1071
O 3.9413 0.7988 -1.6212
P -2.0460 -0.8238 -3.2525
H -5.2203 1.6040 1.2354
H -3.9606 0.7477 0.3383
C 0.2000 1.6576 -2.9320
H -4.8195 0.2156 3.2354
H 7.5392 -0.6874 -1.3499
O 4.9675 2.9298 -1.3988
H -1.6446 2.3477 3.0038
F 1.8123 1.6040 0.0604
H -2.0536 -3.9242 -0.8820
H -4.6942 -2.1050 -2.9702
B 3.9606 2.0600 -1.0597
F 3.4385 2.4424 1.2683
H -3.2355 -4.1103 4.8710
B 6.2131 2.3211 -1.5254
H -5.1657 -0.8069 1.8506
H -5.1286 -2.4759 -4.6328
C 7.4647 3.4420 0.4571
H -4.0556 -2.5592 5.0043
C -4.2743 1.0708 1.3330
H -3.5281 1.7712 1.7108
H -3.4466 -2.8780 -1.1723
H 0.1369 0.6465 1.2017
H -3.4955 -3.3927 6.4664
C -2.5259 -2.9831 -0.5957
H -1.1098 -3.1613 5.5365
P -2.1564 -0.5069 3.5698
C -0.7948 0.8102 1.7330
H -5.0518 -3.7778 -3.4388
H 6.6256 3.0031 0.9955
C -0.7052 1.2750 -4.0826
H -0.6749 -1.9590 -0.2674
F 2.3530 3.7015 -0.1825
O -1.6859 -1.9741 4.0048
P 5.6207 -1.2900 -0.4890
C -3.2574 -3.1708 5.4254
H 8.3630 3.1322 0.9873
```

Results
Net charge   0
Highest occupied orbital energy   -9.57 eV
Molecular weight   644.236 g/mol
2S+1   1
Kohn-Sham gap   9.091 eV
LUMO level   -0.478 eV

Here are the Löwdin charges for atoms 1 to 2, given in e:
1. Cl 0.26
2. H 0.08

Entry 5:
A molecular structure, C24H45AlBrCl3F2N5O7P2S at a distorted geometry. Source: the Open Molecules 2025 dataset; level of theory: ωB97M-V/def2-TZVPD.

Geometry as XYZ:
```
91
Properties=species:S:1:pos:R:3
O 3.7654 -0.4990 11.1477
C -1.2975 -0.6334 5.3842
H 0.9637 -1.8676 10.5166
Cl -1.7289 -1.3651 -1.5469
C -0.0636 -2.5170 -5.5002
H 2.4833 0.6566 8.0277
Cl -6.1980 5.9011 -11.9844
C 0.1969 -2.6278 10.3737
H 4.0673 -4.9221 -1.2440
C -4.4665 4.2167 -10.0553
H 4.8984 -3.4313 -2.9492
C 0.4483 7.1833 -7.6851
C 1.3633 3.7610 -6.5269
C -0.8324 1.1142 -5.5001
H -1.6453 5.6903 -7.8503
H 1.6212 -2.9890 1.2147
H -2.4400 -3.2885 10.9649
S 3.8140 -0.4712 9.6615
H 1.6153 1.0427 -7.8293
C 3.8473 -3.3505 -2.6502
C -0.8609 -0.2330 -5.2308
H -2.5006 -2.6309 5.4101
H -2.5823 -2.7913 3.6522
O -2.1264 -0.4081 2.7978
H -1.8888 3.2989 -7.3327
P 0.2616 -2.6459 1.0294
Br -2.9277 -6.2473 1.0044
C 0.0729 1.6164 -6.4309
C 1.4346 5.1011 -6.8334
H -1.1499 -1.1135 6.3561
O -0.1835 -3.8470 -1.7398
C -0.8091 5.1160 -7.4693
C -0.1010 -1.0565 1.8460
H -5.0373 3.2988 -9.9783
C -2.2149 -2.2216 10.9261
H 3.2544 -3.9127 -3.3798
H -1.5368 -0.6594 -4.5014
H 4.9135 1.6563 9.6955
C 0.8379 -0.6293 -6.7798
H 0.5033 -3.2749 9.5512
H -2.3706 -0.4293 5.3182
H 6.0507 0.3027 9.4854
H 0.0980 -3.2150 11.2820
H 4.3727 -3.3554 -0.5982
H 0.8852 -0.5957 2.2167
H -0.2980 7.7336 -7.1182
Al 0.6543 -3.1064 3.7657
Cl -0.9696 -4.1964 1.5779
H -1.9794 -1.8692 11.9309
C 0.1656 3.0695 -6.7064
H -3.4683 4.0281 -10.4467
H 0.6329 -3.0636 -6.1267
H 1.4406 7.5569 -7.4556
O -3.6843 5.8337 -8.6104
H -0.4830 -0.3961 1.0642
H -0.7267 0.2882 5.2984
F 1.6789 0.7078 2.6418
H 0.7415 -4.2486 -1.7824
H 2.4175 1.4758 9.6167
H -3.0891 -1.6878 10.5595
N -1.0776 -1.9949 10.0512
P 0.0577 -2.3756 -1.1789
H 3.5691 -2.2941 -2.7087
N -0.0275 -1.0781 -5.8585
C 2.4201 0.5118 9.1064
H -2.1698 -0.7959 8.8139
C 5.0855 0.7073 9.1878
N -4.3105 4.7837 -8.7085
H -1.5049 1.7684 -4.9614
H -5.0091 4.9753 -10.6920
H 0.2581 7.2638 -8.7526
H -1.0743 -2.8844 -5.6578
H 5.0660 0.8460 8.1067
H 1.5106 -0.0296 9.3413
H 1.4748 -1.3565 -7.2616
H 0.2240 -2.6126 -4.4548
H 2.3465 5.6666 -6.7109
C -0.9309 3.7788 -7.1721
H 2.2457 3.2653 -6.1455
C -1.9078 -2.7704 4.5103
C 0.9072 0.7122 -7.0817
F -3.6858 -4.5754 1.8659
N -0.9249 -1.6295 4.3324
C 3.6443 -3.9004 -1.2270
C -1.1642 -1.2243 8.9617
H -1.3898 -3.7442 4.5754
N 0.3594 5.7520 -7.3097
C -1.1174 -1.0218 2.9872
O -4.8017 4.1964 -7.7604
O 2.3290 -3.7976 -0.8590
O -0.2421 -0.9948 8.1868
```

Results
Net charge   +1
Highest occupied orbital energy   -7.69 eV
Molecular weight   860.908 g/mol
2S+1   1
Kohn-Sham gap   1.937 eV
LUMO level   -5.752 eV

Here are the Löwdin charges for atoms 1 to 2, given in e:
1. O -0.56
2. C -0.03

Entry 6:
A molecular structure, BaH16O8. Source: the Open Molecules 2025 dataset; level of theory: ωB97M-V/def2-TZVPD.

Geometry as XYZ:
```
25
Properties=species:S:1:pos:R:3
H -6.0339 -25.1960 -7.2837
O -6.9522 -27.2962 -9.1368
H -6.4587 -25.2044 -5.8120
O -11.1686 -28.5716 -6.2436
O -8.8932 -25.0842 -9.5036
O -8.9070 -26.3711 -4.6548
H -7.9973 -29.8160 -7.0218
H -12.1069 -28.4815 -6.0254
H -12.4339 -25.3558 -7.6939
H -12.1675 -26.1545 -8.9740
Ba -9.1951 -26.7490 -7.3611
H -9.7041 -24.5851 -9.6895
H -8.1574 -26.0390 -4.1439
H -10.4444 -28.8474 -9.7141
H -8.9336 -29.1089 -9.6677
H -6.9945 -28.9492 -6.2285
O -7.8644 -28.9303 -6.6545
H -8.1722 -24.4962 -9.7742
H -9.4610 -26.8311 -4.0052
O -6.7904 -25.3675 -6.7044
H -7.1156 -27.2105 -10.0872
O -11.7835 -25.9422 -8.1104
H -6.2491 -27.9513 -9.0356
H -10.9506 -29.4882 -6.0250
O -9.6347 -28.5954 -9.2441
```

Results
Net charge   +2
Highest occupied orbital energy   -18.63 eV
Molecular weight   281.448 g/mol
2S+1   1
Kohn-Sham gap   12.583 eV
LUMO level   -6.048 eV

Here are the Löwdin charges for atoms 1 to 2, given in e:
1. H 0.07
2. O -0.13

Going through the records in order, we get E_tot values of -8691.08528 -265.78962 -11955.00541 -3454.21767 -7218.92505 -636.64046 hartree.